Entry 1:
C20H46OP4RuS | ωB97M-V with the def2-TZVPD basis set

Its total charge is +3. As for the lowest unoccupied orbital energy (alpha / beta): -8.309 / -13.272 eV. As for the spin multiplicity: 6. Its expectation value of S² is 8.767.

Each line ends with the Löwdin charge.
Atoms and positions in Å:
Ru: -0.00960 0.28534 -1.03670  0.699
P: 1.68940 1.24693 -0.06871  0.623
P: -1.08366 0.26283 0.91514  0.657
P: -1.05246 2.07798 -1.71629  0.632
H: 0.33043 -1.46421 -4.65616  0.109
C: 0.79458 -0.52006 -4.27641  -0.428
C: 1.90056 -0.11590 -5.23390  -0.117
H: 1.54271 -0.36118 -6.23945  0.106
C: 2.81576 -0.04003 0.60452  -0.202
C: 1.56632 2.45208 1.31809  -0.210
C: 2.75901 2.16380 -1.25042  -0.215
C: -2.47620 -0.89315 0.78251  -0.218
C: -0.28533 -0.34200 2.44989  -0.213
C: -1.90555 1.71459 1.65126  -0.224
C: -0.60494 2.65742 -3.40509  -0.224
C: -0.97182 3.70850 -0.87107  -0.207
C: -2.83311 1.69151 -1.86237  -0.222
H: 0.01466 0.22245 -4.08231  0.040
H: 2.14772 0.95442 -5.22343  0.093
H: 3.70054 -0.06392 -0.03133  0.062
H: 2.31761 -1.01448 0.59235  0.006
H: 3.09279 0.23512 1.62333  0.072
H: 1.42992 1.93158 2.27615  0.046
H: 0.73776 3.15629 1.15726  0.028
H: 2.50983 3.02004 1.34891  0.079
H: 3.37314 1.44326 -1.80715  0.051
H: 3.40586 2.84465 -0.67902  0.076
H: 2.14048 2.73995 -1.95215  0.030
H: -2.97126 -0.96598 1.75911  0.081
H: -2.11525 -1.88314 0.48392  0.032
H: -3.20064 -0.54055 0.04065  0.048
H: -1.07198 -0.52279 3.18841  0.075
H: 0.41942 0.37206 2.87386  0.041
H: 0.23858 -1.27668 2.25129  0.019
H: -2.41870 1.38338 2.56381  0.085
H: -2.65476 2.15799 0.99060  0.038
H: -1.19052 2.49150 1.93732  0.046
H: -1.14843 3.59257 -3.58390  0.075
H: -0.89140 1.93404 -4.16462  0.044
H: 0.47187 2.83140 -3.44385  0.044
H: -1.54736 4.42669 -1.47427  0.083
H: 0.06805 4.05876 -0.81476  0.059
H: -1.39170 3.68001 0.13909  0.032
H: -3.26558 2.34058 -2.63376  0.079
H: -3.36685 1.84108 -0.91722  0.048
H: -2.95250 0.64473 -2.17058  0.047
C: 0.75021 -2.60503 -2.71251  -0.526
C: -0.63722 -2.62561 -2.49579  -0.138
C: -1.38738 -3.69199 -3.02180  -0.049
C: -0.77170 -4.72184 -3.70524  -0.011
C: 0.61477 -4.73482 -3.85196  -0.018
C: 1.39446 -3.69039 -3.34376  -0.071
S: 1.64740 -1.05398 -2.73915  1.027
H: 2.79534 -0.71637 -5.05448  0.077
H: -1.13186 -1.78926 -1.98553  0.063
H: -2.46573 -3.68490 -2.84029  0.135
H: -1.34454 -5.55788 -4.12638  0.144
H: 1.08010 -5.55648 -4.39126  0.136
H: 2.47301 -3.67531 -3.51134  0.132
C: -0.88973 -4.69146 0.37118  -0.151
P: 0.69160 -3.88558 0.69970  0.572
C: 1.01754 -4.16360 2.44886  -0.158
C: 1.95807 -4.79499 -0.20231  -0.145
O: 0.64812 -2.42111 0.32311  -0.477
H: -1.60560 -4.39269 1.14905  0.064
H: -0.74816 -5.77897 0.39904  0.079
H: -1.27607 -4.39480 -0.61317  0.027
H: 1.29766 -5.21433 2.57559  0.073
H: 1.83671 -3.51294 2.76945  0.068
H: 0.11378 -3.93881 3.02509  0.064
H: 1.50045 -5.37944 -1.00248  0.054
H: 2.64885 -4.06714 -0.63006  0.054
H: 2.48158 -5.45038 0.49688  0.069

Entry 2:
C20H46OP4SeTi | ωB97M-V with the def2-TZVPD basis set

Its total charge is +3. As for the lowest unoccupied orbital energy (alpha / beta): -10.292 / -10.142 eV. As for the spin multiplicity: 2. Its expectation value of S² is 0.755.

Each line ends with the Löwdin charge.
Atoms and positions in Å:
Ti: -0.14754 0.47848 0.54362  0.476
P: -0.09134 -2.00888 1.42449  0.776
P: 2.36209 0.33737 0.90738  0.772
P: -2.03729 -0.37871 -0.82395  0.774
H: 0.95626 2.83971 -2.02259  0.100
C: -0.00483 2.52974 -1.56513  0.113
C: -0.21417 2.35288 -0.18001  -0.247
H: 0.56763 2.47155 0.63480  0.084
C: 0.64625 -3.32120 0.37320  -0.221
C: 0.86754 -2.24660 2.97015  -0.239
C: -1.63080 -2.88414 1.92497  -0.232
C: 3.24405 1.56816 -0.09550  -0.238
C: 2.83532 0.85221 2.59710  -0.221
C: 3.46531 -1.07817 0.59856  -0.242
C: -2.43135 0.69921 -2.22542  -0.241
C: -3.62917 -0.40875 0.07900  -0.209
C: -2.06922 -1.99870 -1.64952  -0.224
H: -0.87814 2.86003 -2.17097  0.104
H: -1.24872 2.40995 0.15973  0.075
H: 0.67506 -4.26886 0.93080  0.082
H: 1.66173 -3.04165 0.07008  0.029
H: 0.04764 -3.45162 -0.53643  0.036
H: 0.59228 -3.21564 3.41196  0.074
H: 0.62142 -1.44936 3.68973  0.035
H: 1.95201 -2.22913 2.80176  0.037
H: -1.35409 -3.80979 2.45115  0.075
H: -2.24903 -3.14634 1.05721  0.038
H: -2.23241 -2.26031 2.60285  0.031
H: 4.26010 1.63030 0.31533  0.075
H: 2.76743 2.54978 -0.05419  0.048
H: 3.29403 1.24517 -1.14173  0.051
H: 3.90233 1.10478 2.62949  0.079
H: 2.63981 0.05611 3.32161  0.044
H: 2.26155 1.73175 2.90490  0.037
H: 4.50851 -0.74932 0.70418  0.084
H: 3.32639 -1.44225 -0.42491  -0.011
H: 3.29909 -1.90159 1.29394  0.037
H: -3.39410 0.37922 -2.63798  0.078
H: -1.64926 0.61949 -2.98793  0.064
H: -2.48872 1.74155 -1.90653  0.039
H: -4.43667 -0.43186 -0.66405  0.076
H: -3.73854 0.48831 0.69915  0.042
H: -3.70737 -1.29178 0.72399  0.047
H: -2.99847 -2.07354 -2.22724  0.083
H: -2.02769 -2.82642 -0.93685  0.026
H: -1.21267 -2.05936 -2.32863  0.054
C: 1.78890 -0.45193 -4.59529  -0.612
C: 1.55616 0.92427 -4.40137  -0.158
C: 1.12955 1.70924 -5.48194  -0.085
C: 1.01875 1.17479 -6.76848  -0.051
C: 1.33148 -0.17608 -6.97085  -0.047
C: 1.73024 -0.98557 -5.90073  -0.106
Se: 2.50969 -1.54324 -3.19589  0.870
H: 1.45321 -2.56110 -3.10085  -0.157
H: 1.70666 1.37506 -3.41836  0.049
H: 0.90299 2.76901 -5.32695  0.109
H: 0.72828 1.80681 -7.61987  0.126
H: 1.24454 -0.61581 -7.95699  0.120
H: 2.04101 -2.02863 -6.05832  0.114
C: -0.19007 1.96313 4.61010  -0.139
P: -1.52198 1.42455 3.53771  0.681
C: -2.36156 0.01431 4.26734  -0.137
C: -2.71229 2.74590 3.32328  -0.132
O: -0.96120 0.99278 2.15529  -0.511
H: 0.57631 1.18008 4.74124  0.065
H: -0.62739 2.20508 5.60125  0.096
H: 0.28732 2.87060 4.20377  0.080
H: -3.18228 -0.31432 3.61674  0.069
H: -1.67731 -0.82445 4.43752  0.059
H: -2.78518 0.32581 5.23467  0.093
H: -2.21838 3.59953 2.83608  0.079
H: -3.53717 2.38720 2.68607  0.074
H: -3.11253 3.06121 4.30327  0.096

Entry 3:
C20H46P4ReSe | ωB97M-V with the def2-TZVPD basis set

Its total charge is +4. As for the lowest unoccupied orbital energy (alpha / beta): -14.653 / -14.949 eV. As for the spin multiplicity: 4. Its expectation value of S² is 3.794.

Each line ends with the Löwdin charge.
Atoms and positions in Å:
Re: 0.19549 0.03349 0.58463  0.765
P: 1.29734 0.49089 2.55923  0.710
P: -2.15576 0.42459 1.19116  0.706
P: 0.51821 2.27465 -0.14129  0.704
H: 1.30835 -1.67192 -1.39740  0.073
C: 1.46331 -0.64330 -1.05962  -0.338
C: 2.31027 -0.48330 0.10759  -0.268
H: 2.67832 -1.40785 0.55250  0.058
C: 1.92606 -0.83646 3.67843  -0.189
C: 0.38052 1.49687 3.80188  -0.197
C: 2.88033 1.44285 2.44042  -0.194
C: -3.47044 0.35256 -0.10727  -0.229
C: -3.04994 -0.59131 2.44501  -0.229
C: -2.55625 2.06752 1.90426  -0.228
C: 2.16380 2.64833 -0.89557  -0.197
C: 0.40230 3.69446 1.03422  -0.204
C: -0.59139 2.89929 -1.46514  -0.225
H: 1.60705 0.04914 -1.89163  0.055
H: 3.04937 0.31564 0.06242  0.057
H: 2.60355 -1.51611 3.14742  0.059
H: 1.10939 -1.42726 4.11599  0.046
H: 2.48990 -0.38169 4.51050  0.092
H: -0.59876 1.04516 3.99451  0.045
H: 0.24694 2.52911 3.46538  0.041
H: 0.94642 1.51013 4.74802  0.095
H: 3.53380 1.02894 1.66681  0.043
H: 3.42504 1.35730 3.39477  0.091
H: 2.72184 2.50382 2.22967  0.046
H: -4.46513 0.39697 0.37468  0.093
H: -3.39186 -0.57770 -0.67682  0.023
H: -3.37954 1.19304 -0.80400  0.049
H: -4.06465 -0.17856 2.53410  0.081
H: -2.57297 -0.53457 3.43006  0.055
H: -3.13848 -1.64481 2.15728  0.046
H: -3.59945 2.04340 2.25003  0.088
H: -2.46511 2.86049 1.15453  0.045
H: -1.91690 2.29987 2.76504  0.036
H: 2.17202 3.69897 -1.22793  0.089
H: 2.35177 2.00642 -1.76578  0.059
H: 2.97618 2.50969 -0.17194  0.051
H: 0.56323 4.62684 0.47207  0.092
H: 1.15905 3.63141 1.82414  0.036
H: -0.59138 3.73782 1.49701  0.037
H: -0.13938 3.79723 -1.91424  0.087
H: -1.57409 3.15670 -1.04999  0.056
H: -0.73189 2.12769 -2.24154  -0.030
C: -0.50037 -0.71402 -4.60373  -0.453
C: 0.81119 -1.22497 -4.73802  -0.056
C: 1.30083 -1.61998 -5.99439  0.030
C: 0.51287 -1.46692 -7.14236  0.071
C: -0.76327 -0.91212 -7.03110  0.033
C: -1.26013 -0.51532 -5.77911  -0.041
Se: -1.34286 -0.30577 -2.88849  1.061
H: -0.49304 -0.67203 -1.57645  -0.125
H: 1.40383 -1.30662 -3.82842  0.094
H: 2.30257 -2.05274 -6.09384  0.149
H: 0.90206 -1.77553 -8.11443  0.160
H: -1.37424 -0.78629 -7.92202  0.149
H: -2.25300 -0.06055 -5.70718  0.133
C: -1.28989 -3.11627 0.11822  -0.217
P: -0.12151 -2.25255 1.23850  0.706
C: -0.76372 -2.73889 2.89754  -0.222
C: 1.32529 -3.38765 1.13132  -0.208
H: -2.29272 -2.68873 0.16182  0.042
H: -1.35253 -4.16957 0.41780  0.091
H: -0.93601 -3.06868 -0.91586  0.044
H: -0.06608 -3.44279 3.36193  0.074
H: -1.73486 -3.24296 2.79007  0.075
H: -0.89531 -1.88645 3.57888  0.030
H: 2.24685 -2.98641 1.57626  0.043
H: 1.52787 -3.65826 0.09034  0.071
H: 1.07975 -4.30438 1.68913  0.086

Calculated values (g mol⁻¹) of molecular weight for the records, taken in order: 559.6, 553.3, 675.7.